[1]
The following is a DFT calculation (ωB97M-V/def2-TZVPD) of a cluster of 6 separate species, C20H36O14S2 in total at a distorted geometry.

The geometry in XYZ format:
```
72
Properties=species:S:1:pos:R:3:mulliken_charge:R:1
C -5.51 4.43 2.68 -1.589
C -4.39 3.92 1.78 0.628
C -4.71 3.94 0.29 -0.229
O -3.58 4.63 -0.26 -0.389
C -2.61 4.80 0.64 0.730
O -1.54 5.25 0.34 -0.574
O -3.10 4.59 1.86 -0.361
H -5.60 5.50 2.54 0.382
H -5.33 4.20 3.73 0.366
H -6.47 3.95 2.48 0.367
H -4.26 2.89 2.10 0.150
H -5.53 4.60 0.01 0.327
H -4.71 2.94 -0.13 0.219
C 1.75 0.51 -6.97 -1.385
C 0.81 0.03 -5.89 0.489
C -0.39 -0.79 -6.42 -0.359
O 0.11 -2.13 -6.14 -0.362
C 1.11 -2.12 -5.27 0.754
O 1.74 -3.11 -4.97 -0.569
O 1.49 -0.88 -5.03 -0.401
H 2.74 0.82 -6.64 0.344
H 1.26 1.28 -7.56 0.370
H 1.92 -0.40 -7.56 0.334
H 0.57 0.82 -5.17 0.243
H -0.47 -0.76 -7.50 0.283
H -1.35 -0.57 -5.96 0.271
C 0.87 0.96 -1.43 -0.669
C -0.27 1.87 -0.94 0.340
C -1.67 1.61 -1.60 -0.353
O -2.43 1.27 -0.44 -0.442
C -1.68 1.17 0.70 0.771
O -2.19 1.11 1.78 -0.581
O -0.46 1.59 0.44 -0.341
H 1.45 1.23 -2.32 0.465
H 0.60 -0.08 -1.56 -0.265
H 1.64 0.96 -0.64 0.209
H -0.03 2.93 -1.02 0.433
H -1.56 0.73 -2.23 0.214
H -2.17 2.41 -2.13 0.325
C 0.15 -0.49 3.63 -0.947
C -0.31 -1.18 4.88 0.469
C -0.47 -2.68 4.96 -0.160
O 0.14 -2.99 6.22 -0.365
C 0.76 -1.95 6.74 0.641
O 1.44 -1.92 7.71 -0.546
O 0.63 -0.86 5.91 -0.378
H 0.07 0.59 3.79 0.471
H -0.43 -0.65 2.72 0.206
H 1.12 -0.79 3.24 -0.093
H -1.29 -0.72 5.08 0.198
H 0.21 -3.01 4.17 0.139
H -1.45 -3.13 4.84 0.326
C 3.43 -0.34 2.39 -0.654
S 5.01 -0.43 1.48 0.399
O 5.84 -1.44 2.21 -0.623
C 4.28 -1.14 -0.03 -0.276
H 3.49 0.07 3.39 0.449
H 3.04 -1.36 2.39 0.115
H 2.77 0.33 1.83 0.199
H 3.24 -0.81 -0.08 -0.201
H 4.20 -2.22 0.07 0.131
H 4.74 -0.91 -0.99 0.459
C 1.87 -4.80 0.56 -0.956
S 0.56 -3.55 0.44 0.335
O 1.05 -2.32 1.17 -0.409
C 0.80 -3.14 -1.34 -0.545
H 2.08 -5.02 1.62 0.355
H 2.83 -4.35 0.31 0.203
H 1.65 -5.81 0.22 0.406
H 0.26 -3.74 -2.08 0.481
H 1.85 -3.23 -1.59 0.294
H 0.39 -2.14 -1.45 -0.270
```

Electronic energy: -71656.942 eV
LUMO level: -0.135 eV
2S+1: 1
Relative energy (zero: lowest compared OMol25 entry of this formula, charge and spin): 56.5 kcal per mole



[2]
The following is a DFT calculation (ωB97M-V/def2-TZVPD) of the molecule C5H3N at a distorted geometry.

The geometry in XYZ format:
```
9
Properties=species:S:1:pos:R:3:mulliken_charge:R:1
C -0.10 -0.84 0.47 -0.547
C -1.43 1.42 -0.64 -0.222
C 1.46 -0.75 0.35 0.106
C -0.71 0.16 -0.11 0.344
C -0.15 1.44 -0.57 -0.381
N 2.17 0.21 0.15 -0.464
H -0.58 -1.64 0.89 0.442
H -2.43 1.72 -0.99 0.311
H 1.78 -1.71 0.44 0.409
```

Electronic energy: -6715.369 eV
LUMO level (alpha / beta): -0.368 / -1.809 eV
2S+1: 1
Relative energy (zero: lowest compared OMol25 entry of this formula, charge and spin): 123.5 kcal per mole



[3]
The following is a DFT calculation (ωB97M-V/def2-TZVPD) of a cluster of 2 separate species, C28H37N4O3 in total at a distorted geometry.

The geometry in XYZ format:
```
72
Properties=species:S:1:pos:R:3:mulliken_charge:R:1
C 0.82 3.69 3.67 -1.015
O 1.22 3.28 2.36 -0.293
C 0.78 3.90 1.24 0.684
C -0.42 4.63 1.13 -0.798
C -0.83 5.07 -0.13 -0.734
C -0.14 4.72 -1.28 -0.651
C 1.04 3.95 -1.17 0.745
O 1.65 3.31 -2.19 -0.394
C 1.01 3.28 -3.49 -0.776
C 1.55 3.66 0.10 -0.206
N 2.64 2.74 0.22 0.697
C 2.58 1.54 0.86 -0.542
C 1.33 0.82 1.03 1.045
C 1.29 -0.12 2.14 -1.411
C 0.39 -1.14 2.25 -0.381
C 0.66 -2.26 3.15 0.320
C -0.35 -3.17 3.52 -0.274
C -0.11 -4.17 4.46 -0.819
C 1.18 -4.35 4.99 -0.350
C 2.22 -3.51 4.56 -0.786
C 1.96 -2.47 3.68 0.139
O 0.39 1.04 0.25 -0.443
N 3.82 1.01 0.82 0.237
C 4.22 -0.32 1.25 -0.540
C 4.69 1.94 0.24 -0.986
C 3.94 2.98 -0.18 -0.115
H 1.43 3.08 4.34 0.280
H 1.02 4.75 3.84 0.380
H -0.25 3.48 3.85 0.363
H -1.03 4.81 2.02 0.389
H -1.72 5.69 -0.21 0.402
H -0.51 5.00 -2.27 0.343
H 1.73 2.77 -4.12 0.278
H 0.06 2.71 -3.44 0.271
H 0.82 4.30 -3.86 0.373
H 2.04 0.10 2.91 1.435
H -0.62 -1.06 1.84 0.244
H -1.33 -3.07 3.04 0.458
H -0.94 -4.81 4.78 0.397
H 1.37 -5.13 5.73 0.396
H 3.24 -3.65 4.93 0.405
H 2.76 -1.80 3.35 0.157
H 5.25 -0.48 0.91 0.368
H 4.18 -0.42 2.35 0.321
H 3.57 -1.10 0.81 0.163
H 5.73 1.73 0.12 0.452
H 4.17 3.88 -0.73 0.542
C -2.00 1.11 -1.28 -0.709
N -1.69 -0.18 -1.82 0.671
C -1.90 -0.27 -3.26 -1.013
C -2.01 -1.36 -1.05 -1.239
C -0.89 -2.42 -1.03 0.192
C -1.47 -3.78 -0.61 -0.914
C -0.35 -4.51 0.15 -0.538
C 0.85 -3.52 0.09 -0.748
N 0.20 -2.21 -0.07 0.356
H -1.78 1.12 -0.21 0.299
H -1.35 1.86 -1.77 -0.124
H -3.05 1.42 -1.47 0.363
H -1.73 -1.30 -3.63 0.329
H -2.92 0.06 -3.55 0.369
H -1.19 0.42 -3.75 0.143
H -2.28 -1.07 -0.01 0.360
H -2.88 -1.87 -1.54 0.257
H -0.47 -2.48 -2.06 0.303
H -2.35 -3.61 0.03 0.357
H -1.79 -4.33 -1.51 0.348
H -0.64 -4.67 1.20 0.071
H -0.11 -5.47 -0.32 0.390
H 1.51 -3.58 0.96 0.289
H 1.43 -3.82 -0.82 0.528
H 0.85 -1.49 -0.37 -0.111
```

Electronic energy: -41730.979 eV
Net charge: +1
LUMO level: -3.677 eV
2S+1: 1